C64H49NO4P3Pt | ωB97M-V with the def2-TZVPD basis set

Computed properties:
- gap between HOMO and LUMO (eV) = 7.87
- E (eV) = -107956.300
- net charge = +1

Geometry as XYZ:
```
122
Properties=species:S:1:pos:R:3:forces:R:3
Pt 0.865708 -0.564511 0.577890 0.2114 -0.7591 0.2639
O 1.702228 0.879118 4.285407 0.0601 0.0071 0.0712
C 1.702194 0.466192 3.146847 0.0598 0.0563 -0.1608
O 0.707645 -0.125326 2.570795 0.0042 -0.1380 -0.1653
C 2.952601 0.585578 2.295660 -0.0680 0.0292 0.0810
C 4.060592 1.277329 2.807512 0.0170 0.0153 -0.0193
C 5.202635 1.320270 2.066332 -0.0683 -0.0712 0.0044
C 5.277161 0.563967 0.875718 -0.0375 -0.0057 0.0312
C 6.473804 0.458029 0.127542 -0.0005 -0.0030 -0.0159
C 6.544403 -0.370426 -0.952768 -0.0081 0.0263 0.0364
C 5.425421 -1.150699 -1.312441 -0.0617 -0.0146 0.0336
C 4.248788 -1.046103 -0.627752 0.0123 -0.1012 -0.0036
C 4.133787 -0.153484 0.456330 0.1061 -0.0707 -0.0651
N 2.944702 -0.033180 1.128590 -0.1937 0.3219 0.1170
H 3.947697 1.758137 3.767583 0.0061 0.0179 0.0146
H 6.069021 1.877186 2.398026 0.0292 0.0250 0.0079
H 7.335038 1.028713 0.448920 0.0304 0.0135 0.0034
H 7.462945 -0.456186 -1.516004 0.0254 -0.0042 -0.0121
H 5.502730 -1.847308 -2.136270 0.0063 -0.0180 -0.0199
H 3.401240 -1.673715 -0.865659 0.0694 0.0383 0.0137
O 1.832282 -3.290041 -0.570289 -0.0112 -0.0283 -0.0806
C 1.201809 -3.442528 -1.783396 -0.0346 0.0014 0.0279
C 0.936296 -4.698106 -2.313603 0.0309 0.0009 -0.0133
C 0.357842 -4.802296 -3.566156 -0.0056 0.0296 0.0254
C 0.045244 -3.662118 -4.295631 0.0096 0.0270 -0.0014
C 0.283442 -2.415895 -3.745949 0.0157 0.0092 -0.0267
C 0.849779 -2.282878 -2.474700 0.0449 -0.0007 -0.0080
P 0.900140 -0.651506 -1.675364 -0.0192 0.0872 -0.1782
C -0.495979 0.233998 -2.450455 -0.0422 -0.0175 0.0994
C -0.310494 1.146226 -3.484635 -0.0018 -0.0583 -0.0571
C -1.403232 1.758497 -4.086508 0.0319 -0.0134 -0.0173
C -2.687506 1.461821 -3.666654 -0.0154 -0.0098 0.0547
C -2.880084 0.565661 -2.621825 0.0128 0.0227 -0.0020
C -1.791836 -0.028450 -2.010016 -0.0376 0.0374 0.0909
C 2.317144 0.216000 -2.405156 -0.1105 0.0008 -0.0498
C 2.934092 -0.214935 -3.573412 0.0307 -0.0048 0.0336
C 3.986976 0.512161 -4.110088 -0.0005 0.0040 0.0136
C 4.422849 1.670830 -3.484669 -0.0140 0.0026 0.0151
C 3.795349 2.113837 -2.327055 -0.0057 0.0280 -0.0262
C 2.741758 1.391479 -1.793886 -0.0106 0.0975 0.0106
C 1.490515 -4.152641 0.460145 0.0984 -0.0242 0.0644
C 2.272063 -5.277886 0.661503 -0.0180 0.0266 0.0075
C 1.962791 -6.152010 1.690124 -0.0110 0.0227 -0.0023
C 0.869785 -5.897054 2.505562 0.0033 0.0087 -0.0147
C 0.108899 -4.757463 2.307972 -0.0261 -0.0222 -0.0133
C 0.419336 -3.847432 1.296225 0.0478 0.0111 -0.0543
P -0.594243 -2.349720 1.028958 -0.1083 0.1794 -0.0411
C -1.333465 -1.941012 2.634258 0.0138 -0.0136 -0.0043
C -2.511872 -1.200588 2.621851 0.0021 0.0451 0.0057
C -3.028029 -0.680680 3.797177 0.0027 -0.0094 -0.0066
C -2.371308 -0.906457 4.999367 0.0084 -0.0148 -0.0352
C -1.195187 -1.641644 5.017560 -0.0448 0.0229 0.0038
C -0.670148 -2.144992 3.839080 0.0380 -0.0196 0.0016
C -2.008233 -3.108652 0.127649 -0.0334 0.0574 -0.0159
C -2.968936 -3.788916 0.882457 0.0023 0.0256 0.0236
C -4.009100 -4.459039 0.263237 -0.0064 -0.0232 -0.0336
C -4.108996 -4.470127 -1.121525 -0.0021 0.0073 0.0308
C -3.153540 -3.815990 -1.879512 0.0316 -0.0106 0.0191
C -2.108349 -3.145673 -1.259149 0.0597 -0.0200 -0.0029
H 1.181524 -5.584039 -1.745857 0.0054 -0.0210 0.0076
H 0.152931 -5.781757 -3.975360 -0.0072 -0.0302 -0.0123
H -0.399183 -3.744413 -5.277333 -0.0075 -0.0027 -0.0224
H -0.010576 -1.526244 -4.289553 -0.0049 -0.0088 0.0002
H 0.680622 1.390131 -3.837808 0.0684 0.0033 0.0108
H -1.241640 2.469137 -4.885896 0.0031 0.0113 -0.0030
H -3.536745 1.937301 -4.138507 -0.0221 0.0086 -0.0094
H -3.879467 0.347532 -2.268540 -0.0271 -0.0033 -0.0055
H -1.948226 -0.677100 -1.159389 0.0009 0.0724 -0.0479
H 2.612847 -1.127101 -4.058258 -0.0103 -0.0210 -0.0101
H 4.471293 0.169227 -5.013964 0.0105 -0.0102 -0.0313
H 5.249523 2.231296 -3.899752 0.0188 0.0095 -0.0052
H 4.130997 3.018310 -1.836825 0.0139 0.0165 0.0035
H 2.259687 1.730294 -0.882021 -0.0007 -0.0045 -0.0254
H 3.113904 -5.451747 0.005723 0.0346 -0.0083 -0.0210
H 2.569886 -7.032061 1.849457 0.0147 -0.0201 0.0046
H 0.612761 -6.580384 3.302317 -0.0075 -0.0207 0.0194
H -0.734343 -4.566483 2.957754 0.0019 -0.0200 -0.0191
H -3.031409 -1.020247 1.690176 0.0108 -0.0007 -0.0199
H -3.939145 -0.097037 3.767159 -0.0099 0.0095 0.0107
H -2.770872 -0.502398 5.919087 -0.0113 0.0161 0.0296
H -0.666333 -1.799438 5.946548 0.0133 -0.0030 0.0378
H 0.278666 -2.664965 3.861197 -0.0093 0.0224 0.0110
H -2.915996 -3.787131 1.962284 -0.0028 -0.0047 0.0093
H -4.744636 -4.973433 0.865970 -0.0228 -0.0152 0.0188
H -4.925632 -4.989873 -1.602616 -0.0285 -0.0202 -0.0194
H -3.210586 -3.822366 -2.959197 -0.0040 -0.0011 -0.0447
H -1.371266 -2.661899 -1.880313 -0.0926 -0.0175 0.0644
O -0.842041 1.352650 0.339091 -0.0411 0.2259 0.2016
P -1.447329 2.694216 0.611133 -0.0041 -0.0315 -0.1691
C -1.374868 3.752327 -0.851564 -0.0501 0.0025 0.0510
C -2.501334 4.335203 -1.420451 0.0107 -0.0188 -0.0217
C -2.380277 5.122993 -2.557720 -0.0049 0.0031 0.0056
C -1.135200 5.332485 -3.128494 0.0090 0.0074 -0.0176
C -0.005368 4.749841 -2.567855 0.0023 0.0002 0.0054
C -0.126422 3.962161 -1.436599 -0.0040 0.0084 -0.0058
C -0.661581 3.612609 1.942511 -0.0220 -0.0917 0.0185
C -0.359726 4.968513 1.850038 0.0353 0.0091 -0.0140
C 0.206080 5.625882 2.933171 -0.0209 0.0255 -0.0299
C 0.470259 4.932290 4.104200 0.0062 -0.0334 0.0283
C 0.168102 3.579817 4.202350 0.0128 0.0450 -0.0228
C -0.404637 2.920649 3.127750 -0.0124 -0.0264 -0.0362
C -3.185165 2.572059 1.080796 0.0505 0.0807 0.0532
C -3.898847 1.423998 0.758183 -0.0044 0.0171 -0.0390
C -5.235746 1.309890 1.108809 -0.0030 0.0085 -0.0118
C -5.863914 2.349541 1.779581 -0.0022 -0.0046 0.0042
C -5.155880 3.498810 2.105366 0.0052 0.0131 0.0030
C -3.817679 3.610125 1.761192 -0.0365 -0.0441 0.0251
H -3.476660 4.173139 -0.981436 -0.0319 0.0007 0.0161
H -3.260583 5.575343 -2.993685 -0.0200 0.0128 -0.0124
H -1.041605 5.952583 -4.010257 -0.0023 0.0079 -0.0141
H 0.967543 4.911684 -3.012794 0.0226 0.0035 -0.0099
H 0.753566 3.508782 -0.998060 0.0372 -0.0149 0.0136
H -0.560754 5.511496 0.936120 -0.0065 0.0203 -0.0350
H 0.440950 6.679123 2.860035 0.0072 0.0193 -0.0031
H 0.917973 5.446253 4.944569 0.0014 0.0084 0.0131
H 0.394039 3.027819 5.102495 0.0007 -0.0203 0.0396
H -0.635612 1.863290 3.203343 -0.0072 0.0340 -0.0036
H -3.394484 0.624826 0.235239 0.0534 -0.0550 -0.0481
H -5.787030 0.412959 0.858825 -0.0137 -0.0235 -0.0044
H -6.906911 2.263494 2.053497 -0.0154 -0.0016 0.0068
H -5.644768 4.304629 2.635329 -0.0119 0.0179 0.0099
H -3.260890 4.498105 2.033099 0.0067 0.0289 0.0133
```
Positions in Å, forces in eV/Å.